Below is a molecular structure, C26H20AsBrCl2CrO2S, with properties calculated with ωB97M-V with the def2-TZVPD basis set.

Structure (XYZ):
```
54
Properties=species:S:1:pos:R:3:forces:R:3
Cr 1.285650 1.281194 -1.079317 0.00 -0.24 0.04
S 1.769869 2.352734 0.663991 -0.05 0.34 0.37
C 0.229011 3.000418 1.293853 0.03 -0.01 0.02
C 0.233457 4.178097 2.032677 -0.04 -0.01 0.02
C -0.966498 4.694185 2.501546 -0.01 -0.02 -0.01
C -2.166243 4.047151 2.237187 -0.02 -0.01 0.00
C -2.175834 2.865294 1.506752 0.04 0.10 0.06
C -0.977918 2.339360 1.045524 0.01 0.00 0.05
As -0.842325 0.715545 0.028657 0.25 0.06 -0.32
C -2.534121 0.529882 -0.871764 -0.13 -0.01 0.05
C -2.824967 1.348453 -1.960039 0.05 0.04 -0.03
C -4.049764 1.254211 -2.599225 -0.04 -0.02 0.00
C -4.992447 0.335615 -2.155330 -0.01 0.00 -0.01
C -4.709804 -0.478510 -1.070535 0.04 0.00 0.02
C -3.483419 -0.382786 -0.424111 -0.01 -0.02 -0.01
C -0.779136 -0.726211 1.282789 -0.01 -0.01 0.01
C -0.778968 -0.482957 2.648052 0.01 -0.05 0.06
C -0.683993 -1.552722 3.529218 0.00 0.03 -0.02
C -0.592249 -2.847574 3.044632 0.00 -0.02 -0.01
C -0.591796 -3.084911 1.675593 0.00 0.00 0.01
C -0.680900 -2.023807 0.790174 0.02 -0.07 0.03
H 1.165345 4.688317 2.237483 0.02 -0.01 -0.01
H -0.964365 5.610556 3.076136 0.00 0.01 0.00
H -3.094863 4.461703 2.605518 -0.01 -0.01 0.00
H -3.112633 2.361040 1.302179 0.01 -0.03 -0.02
H -2.102997 2.082765 -2.299599 -0.02 -0.02 0.04
H -4.275589 1.895825 -3.440533 0.01 0.01 0.00
H -5.949194 0.258545 -2.653832 0.00 0.00 -0.01
H -5.442954 -1.191587 -0.718563 -0.01 0.00 -0.01
H -3.277531 -1.022832 0.424495 0.03 0.02 0.00
H -0.842956 0.526034 3.036366 0.00 0.01 -0.04
H -0.678356 -1.370328 4.595284 0.00 0.00 0.00
H -0.517658 -3.677211 3.734695 0.00 -0.01 0.00
H -0.515234 -4.096055 1.298797 0.00 0.00 0.00
H -0.666322 -2.219788 -0.276800 -0.01 0.05 -0.01
Cl 0.314009 3.376362 -2.198262 -0.09 0.06 -0.17
C 0.372495 2.602664 -3.806613 0.06 0.06 0.05
Cl 1.191216 1.036070 -3.621550 -0.04 0.00 -0.11
H 0.965744 3.229633 -4.460866 -0.06 0.00 -0.04
H -0.637742 2.439485 -4.162069 0.01 -0.01 -0.02
Br 5.293156 -5.331675 1.440640 0.01 -0.04 0.04
C 4.828964 -4.034820 0.153406 -0.02 0.07 -0.09
C 5.362001 -4.117001 -1.125702 0.00 -0.03 0.04
C 5.017139 -3.164850 -2.073037 0.01 -0.01 0.00
C 4.142708 -2.139751 -1.750194 -0.03 0.01 -0.01
C 3.618129 -2.066799 -0.465199 -0.05 0.00 0.13
C 3.962809 -3.013498 0.494707 0.02 -0.04 0.04
C 2.681180 -0.991087 -0.041945 -0.02 0.06 -0.17
O 2.289071 -0.821041 1.079746 0.05 -0.07 0.03
O 2.285945 -0.187459 -1.067949 -0.03 -0.20 0.04
H 6.041235 -4.920428 -1.374277 0.00 0.00 -0.01
H 5.437543 -3.229245 -3.067123 0.00 0.01 -0.01
H 3.870829 -1.398281 -2.487321 0.01 0.00 0.00
H 3.551268 -2.937924 1.491658 0.00 0.01 -0.01
```
Forces are in eV/Å.

Values from the calculation:
- <S²> = 0.82
- electronic energy (eV) = -226557.93221
- total charge = +1
- ΔE to the lowest compared entry with this formula, charge and spin (kcal per mole) = 0.0
- spin multiplicity = 2
- HOMO-LUMO gap (alpha / beta) (Ha) = 0.246 / 0.279

***

Below is 2 unconnected molecules or ions with the total composition C43H41F2N2O at a distorted geometry, with properties calculated with ωB97M-V with the def2-TZVPD basis set.

Structure (XYZ):
```
89
Properties=species:S:1:pos:R:3:forces:R:3
F -1.471083 4.459824 3.687630 0.18 -1.50 0.07
C -1.288956 3.098411 3.780177 0.26 1.01 -0.37
C -2.234681 2.354495 4.491534 0.21 -0.25 0.11
C -2.138493 0.954297 4.485937 -0.06 0.24 -0.03
C -1.066232 0.341060 3.861054 0.46 0.03 0.43
C 0.031689 1.142405 3.407638 -0.12 -0.26 -0.76
C 1.296454 0.522714 3.327771 -0.62 0.39 1.39
C 2.594973 1.131293 3.494948 1.40 0.09 -0.66
C 3.780706 0.347976 3.274232 -0.54 -0.31 0.42
C 4.982801 0.669611 3.887001 0.08 0.34 0.00
C 5.089023 1.814893 4.690576 -0.57 -0.15 -0.26
C 3.984144 2.662467 4.736089 0.16 1.03 0.39
F 4.063358 3.813851 5.487646 0.00 -1.14 -0.89
C 2.788138 2.413643 4.079715 -0.20 -0.44 0.18
C -0.174273 2.532173 3.178942 -0.38 0.27 0.53
H -3.022611 2.874445 5.035269 0.13 -0.14 -0.27
H -2.885237 0.340145 4.991091 0.10 0.29 -0.26
H -0.997188 -0.754160 3.800963 0.07 0.53 0.19
H 1.273712 -0.528835 3.653871 0.06 0.44 -0.71
H 3.732792 -0.547368 2.641414 -0.11 0.31 0.48
H 5.861854 0.029902 3.781827 -0.39 0.16 -0.10
H 5.994837 2.029484 5.252132 -0.24 0.09 -0.12
H 1.988798 3.153623 4.098505 0.28 -0.33 0.48
H 0.539977 3.119568 2.591794 -0.37 -0.13 0.36
C -2.688891 3.370443 -5.649302 -0.10 0.28 -0.12
C -2.000634 2.283251 -4.876605 0.07 -0.19 0.27
C -2.745971 1.281316 -4.249037 0.37 -0.22 -0.03
C -2.124414 0.223058 -3.578758 0.15 0.48 0.02
C -2.929200 -0.942550 -3.102530 -0.57 -0.17 0.20
C -0.729969 0.263777 -3.442499 -0.16 0.36 -0.92
N -0.063758 -0.780488 -2.734548 0.68 -1.32 0.69
C -0.263038 -1.201198 -1.453699 -0.23 -1.33 -1.12
C -1.212568 -0.766698 -0.398685 -1.66 3.04 2.05
C -1.166424 0.593734 0.153735 -0.05 -2.35 -2.39
C -2.262947 0.980377 1.048090 -0.20 0.23 0.40
C -0.472654 1.632504 -0.589578 0.41 0.72 0.34
C 0.915867 1.528256 -0.801429 -0.14 0.52 0.13
C 1.612418 2.578291 -1.395772 -0.13 -0.03 -0.11
C 0.925212 3.704725 -1.865917 0.20 -0.12 -0.19
C -0.462363 3.802110 -1.709219 0.00 -0.12 0.18
C -1.150878 2.808971 -1.017157 0.13 -0.39 0.02
O -2.075206 -1.586224 -0.000956 0.95 -0.31 -0.49
N 0.332912 -2.412551 -1.326813 0.76 0.80 -1.13
C 0.245809 -3.291223 -0.211139 0.21 -0.41 0.82
C 0.656064 -2.819459 1.035777 0.04 -0.55 0.07
C 1.347727 -1.503489 1.139500 0.07 0.44 0.14
C 0.429598 -3.616847 2.162153 -0.03 0.14 -0.72
C -0.141407 -4.884716 2.030580 -0.04 0.25 -0.19
C -0.486561 -5.682611 3.248233 0.03 -0.24 0.19
C -0.405202 -5.381002 0.750861 0.10 0.37 -0.18
C -0.225085 -4.592465 -0.393128 0.02 0.35 0.54
C -0.564720 -5.103684 -1.752933 -0.32 -0.49 -0.27
C 1.049342 -2.680306 -2.494664 -0.21 -0.47 0.65
C 0.786753 -1.706830 -3.366858 -0.60 0.75 -0.12
C 0.053345 1.162248 -4.177297 -0.51 0.55 0.51
C 1.544961 1.063669 -4.235453 0.55 0.37 -0.14
C -0.607114 2.214257 -4.825303 -0.05 -0.37 -0.04
H -1.955446 4.083995 -6.039319 -0.19 -0.09 0.04
H -3.244370 2.954147 -6.502669 0.16 0.09 0.24
H -3.410548 3.920081 -5.029374 0.18 -0.15 -0.12
H -3.835640 1.287815 -4.310740 0.27 -0.02 -0.09
H -2.439603 -1.903511 -3.324785 -0.08 0.29 0.13
H -3.131334 -0.896538 -2.026529 0.05 -0.16 -0.19
H -3.898966 -0.938607 -3.617336 0.26 -0.06 0.13
H -1.925503 1.851959 1.626619 -0.39 0.05 -0.26
H -3.185112 1.241292 0.482468 0.29 -0.12 0.51
H -2.497647 0.191488 1.768001 -0.19 -0.12 -0.34
H 1.437659 0.649325 -0.406275 -0.09 0.45 -0.26
H 2.695472 2.479276 -1.520623 -0.35 0.24 0.03
H 1.473193 4.493179 -2.387593 -0.18 -0.22 0.22
H -1.013576 4.650466 -2.133684 0.31 -0.29 0.30
H -2.235288 2.897169 -0.836710 0.67 -0.04 -0.19
H 1.806026 -1.408663 2.125429 0.07 -0.23 -0.32
H 2.139420 -1.357427 0.386565 -0.25 -0.20 0.15
H 0.624378 -0.678424 1.033964 0.41 -0.29 0.12
H 0.706453 -3.224315 3.140342 -0.03 -0.20 -0.10
H -0.589228 -6.737909 2.988095 0.00 0.06 0.16
H 0.285692 -5.578226 4.015591 -0.09 -0.08 -0.06
H -1.434394 -5.349133 3.690603 0.16 -0.04 -0.16
H -0.785893 -6.395697 0.626349 0.05 0.26 0.09
H -0.974059 -6.112978 -1.645350 0.05 0.16 -0.20
H -1.325594 -4.480447 -2.246415 0.24 -0.11 0.12
H 0.314629 -5.163763 -2.408917 -0.35 -0.08 0.18
H 1.654684 -3.564257 -2.598625 -0.02 0.12 0.05
H 1.087004 -1.596831 -4.397418 -0.13 -0.01 0.26
H 1.927871 1.923482 -4.800719 0.00 -0.25 0.15
H 2.003667 1.099411 -3.239421 -0.15 -0.19 -0.33
H 1.892675 0.155196 -4.743445 -0.06 0.37 0.05
H -0.012088 2.993862 -5.305470 -0.15 -0.29 0.00
```
Forces are in eV/Å.

Values from the calculation:
- electronic energy (eV) = -55710.29629
- total charge = +1
- ΔE to the lowest compared entry with this formula, charge and spin (kcal per mole) = 61.1
- spin multiplicity = 1
- HOMO-LUMO gap (Ha) = 0.117